# 1
{"formula": "C2H4NO5", "method": "the ωB97M-V functional and the def2-TZVPD basis", "species": ["O", "O", "C", "C", "O", "N", "O", "O", "H", "H", "H", "H"], "xyz": [[-0.87430, -0.17519, 1.03448], [0.25052, 0.38770, 0.70376], [-1.24514, -1.73403, 1.96869], [-2.75190, -1.97527, 1.94902], [-3.11709, -2.67579, 0.77803], [-4.72723, -2.59954, 0.86896], [-5.18331, -1.63980, 0.29735], [-5.20884, -3.55818, 1.41799], [-0.77464, -1.43100, 2.91644], [-0.63824, -2.48240, 1.42840], [-3.04170, -2.52587, 2.85038], [-3.30539, -1.02780, 1.92240]], "lumo_energy_ev": [-0.219, -2.288], "homo_energy_ev": [-6.94, -11.11], "charge": 0, "largest_force_ha_per_bohr": 0.167, "spin_multiplicity": 4, "orbital_gap_ev": [6.7, 8.8]}

# 2
{"formula": "C6H8N", "method": "the ωB97M-V functional and the def2-TZVPD basis", "species": ["C", "C", "C", "C", "C", "C", "N", "H", "H", "H", "H", "H", "H", "H", "H"], "xyz": [[-1.44337, -0.72168, -0.58771], [-1.64688, -2.09761, -0.73673], [-0.42144, 1.18709, 0.14066], [-1.67127, 0.52097, -0.15622], [0.67557, 0.38063, 0.42928], [2.07477, 0.26222, 0.23193], [-0.37837, -1.41152, -0.71320], [-2.02732, -2.76527, 0.07557], [-1.81387, -2.61555, -1.70562], [-0.31401, 1.75218, -0.84802], [-0.45928, 1.80321, 0.98780], [-2.66529, 1.12609, -0.21579], [2.42755, -0.78520, 0.04801], [2.47846, 0.18241, 1.25002], [2.48844, 1.01619, -0.44881]], "lumo_energy_ev": [-5.953, -6.027], "homo_energy_ev": [-13.61, -14.45], "relative_energy_kj_mol": 841.48, "charge": 1, "largest_force_ha_per_bohr": 0.092, "orbital_gap_ev": [7.7, 8.4]}

# 3
{"formula": "C33H96O43P10", "method": "the ωB97M-V functional and the def2-TZVPD basis", "species": ["C", "O", "P", "O", "O", "C", "O", "C", "H", "H", "H", "H", "H", "H", "H", "H", "H", "C", "O", "P", "O", "O", "C", "O", "C", "H", "H", "H", "H", "H", "H", "H", "H", "H", "C", "O", "P", "O", "O", "C", "O", "C", "H", "H", "H", "H", "H", "H", "H", "H", "H", "C", "O", "P", "O", "O", "C", "O", "C", "H", "H", "H", "H", "H", "H", "H", "H", "H", "C", "O", "P", "O", "O", "C", "O", "C", "H", "H", "H", "H", "H", "H", "H", "H", "H", "C", "O", "P", "O", "O", "C", "O", "C", "H", "H", "H", "H", "H", "H", "H", "H", "H", "C", "O", "P", "O", "O", "C", "O", "C", "H", "H", "H", "H", "H", "H", "H", "H", "H", "C", "O", "P", "O", "O", "C", "O", "C", "H", "H", "H", "H", "H", "H", "H", "H", "H", "C", "O", "P", "O", "O", "C", "O", "C", "H", "H", "H", "H", "H", "H", "H", "H", "H", "C", "O", "P", "O", "O", "C", "O", "C", "H", "H", "H", "H", "H", "H", "H", "H", "H", "C", "O", "C", "O", "O", "C", "H", "H", "H", "H", "H", "H"], "xyz": [[-3.22318, -5.52585, 1.63565], [-3.24567, -5.70647, 0.22619], [-3.90599, -4.72250, -0.83035], [-3.25453, -3.39941, -0.79685], [-3.69198, -5.46473, -2.20916], [-3.53799, -6.87993, -2.43084], [-5.48387, -4.88066, -0.45440], [-6.02700, -4.32571, 0.74491], [-3.36413, -4.47808, 1.91857], [-2.26803, -5.84760, 2.03557], [-4.11508, -6.03133, 2.01134], [-4.31577, -7.08257, -3.16542], [-3.60811, -7.49207, -1.53585], [-2.56332, -7.01845, -2.89554], [-6.82456, -3.62092, 0.50079], [-5.34326, -3.84941, 1.44038], [-6.57630, -5.12980, 1.23779], [2.25494, -9.93363, -4.37495], [1.42652, -8.88405, -3.90715], [1.02573, -7.65022, -4.81623], [0.06239, -7.93066, -5.87860], [2.51786, -7.12920, -5.16023], [2.84392, -5.78165, -5.38043], [0.58481, -6.64904, -3.66325], [-0.20627, -5.52155, -3.97944], [1.64955, -10.66476, -4.92053], [2.89585, -10.34545, -3.60586], [2.88395, -9.67186, -5.23527], [1.96873, -5.18539, -5.67347], [3.62203, -5.60478, -6.11594], [3.00115, -5.20891, -4.45867], [0.04530, -4.96318, -4.88430], [-0.21511, -4.80438, -3.16044], [-1.26308, -5.74103, -4.16549], [-0.18337, 7.51592, 0.09005], [0.86201, 6.55151, 0.16067], [2.38001, 7.03654, -0.21413], [3.11413, 7.48984, 0.96671], [2.15179, 8.11880, -1.36660], [3.27568, 8.63583, -2.12262], [2.97125, 5.70090, -0.90570], [2.21964, 4.76680, -1.67671], [-0.43132, 7.86009, 1.09230], [-1.02653, 7.00861, -0.39082], [-0.08855, 8.37278, -0.57974], [4.26179, 8.54838, -1.67670], [3.02992, 9.65553, -2.40564], [3.20061, 8.03697, -3.03236], [2.55384, 3.76257, -1.42352], [2.36235, 4.96175, -2.74092], [1.16031, 4.87543, -1.44009], [1.77507, 3.69900, 1.69468], [3.14861, 3.24639, 1.75630], [4.05053, 4.08175, 2.80365], [3.77158, 5.52193, 2.81368], [5.55658, 3.68087, 2.46172], [5.92081, 2.28388, 2.48983], [3.87890, 3.37430, 4.24419], [4.40041, 4.02591, 5.39873], [1.67957, 4.77824, 1.77715], [1.19445, 3.29067, 2.52850], [1.27752, 3.29313, 0.81918], [5.42288, 1.77186, 1.66891], [5.54226, 1.80917, 3.39934], [7.00159, 2.24621, 2.57899], [4.84583, 4.96612, 5.07343], [5.19522, 3.41463, 5.83451], [3.70268, 4.18805, 6.21904], [2.30689, 0.54990, 4.00497], [2.40419, 0.20781, 5.40637], [3.75090, -0.47886, 5.86683], [3.96080, -1.87176, 5.43299], [4.92547, 0.47345, 5.29444], [6.24535, 0.34723, 5.78775], [3.80292, -0.18814, 7.45841], [3.24756, 1.01187, 7.97688], [1.97663, 1.57568, 3.85632], [1.54384, -0.12034, 3.61869], [3.22618, 0.46232, 3.43148], [6.52329, 1.28778, 6.27266], [6.97414, 0.25845, 4.97769], [6.31086, -0.52993, 6.43133], [2.31322, 0.79576, 8.49758], [3.06166, 1.81919, 7.26907], [3.94118, 1.37965, 8.73507], [0.04244, -4.75023, 3.45756], [0.57150, -3.70874, 2.65716], [2.13874, -3.46182, 2.47274], [2.95426, -3.97395, 3.55688], [2.52892, -4.21535, 1.12537], [1.74468, -4.18407, -0.05628], [2.11202, -1.89808, 2.04648], [3.10488, -1.39815, 1.17890], [-1.01003, -4.50895, 3.59533], [0.50672, -4.89948, 4.43378], [0.19348, -5.68257, 2.90520], [0.99268, -3.38925, -0.09779], [1.13213, -5.08566, -0.13106], [2.29700, -4.08318, -0.98935], [2.69549, -1.33753, 0.16062], [3.98267, -2.01826, 0.98253], [3.38378, -0.36070, 1.35555], [-0.79824, -1.61806, -2.07533], [0.25397, -0.97601, -1.35702], [0.09107, 0.50203, -0.74672], [1.26983, 1.01077, -0.03755], [-0.40217, 1.51862, -1.90653], [-1.23378, 2.61896, -1.54124], [-1.19297, 0.31726, 0.15680], [-1.05196, -0.13444, 1.53917], [-0.76852, -2.66306, -1.76050], [-0.68866, -1.64791, -3.15856], [-1.76882, -1.24520, -1.75314], [-2.28955, 2.48110, -1.77333], [-0.87291, 3.34810, -2.27466], [-1.11616, 3.07523, -0.55789], [-1.36815, -1.17328, 1.51112], [-1.61684, 0.64923, 2.03794], [-0.04419, -0.10161, 1.95611], [-3.21076, -0.50333, 7.15858], [-3.56269, -1.39662, 6.06795], [-3.10483, -0.92006, 4.60576], [-2.75075, 0.49988, 4.47173], [-1.83207, -1.89303, 4.27333], [-0.71472, -1.86838, 5.15860], [-4.23699, -1.51250, 3.63787], [-4.22680, -1.20308, 2.26535], [-2.85633, 0.49917, 6.91826], [-2.49754, -1.03344, 7.78061], [-4.17579, -0.26791, 7.61031], [-0.48186, -0.79915, 5.26304], [0.16904, -2.35121, 4.74985], [-1.01489, -2.27188, 6.12855], [-5.24694, -1.39538, 1.92610], [-3.50076, -1.79879, 1.70344], [-4.00489, -0.18110, 1.94079], [-4.59942, 4.70050, -1.17685], [-5.54938, 5.47841, -1.88192], [-5.19434, 6.14877, -3.33290], [-3.76279, 6.04509, -3.67539], [-6.24763, 5.34083, -4.23951], [-7.50286, 4.90452, -3.75887], [-5.82923, 7.61267, -3.31877], [-5.01341, 8.67900, -2.83185], [-3.80625, 4.45997, -1.89617], [-4.92000, 3.66074, -1.02856], [-4.30498, 5.12970, -0.22429], [-7.94463, 5.54793, -2.99400], [-7.42844, 3.91183, -3.31432], [-8.25661, 4.87966, -4.54467], [-5.39450, 8.96010, -1.84930], [-5.00264, 9.58201, -3.44003], [-3.96286, 8.40911, -2.71691], [1.54023, -1.03528, -6.05899], [2.71525, -0.71517, -5.32305], [3.01197, -1.42911, -3.90994], [2.28765, -2.68387, -3.66301], [2.77727, -0.24493, -2.81569], [3.62582, 0.89031, -2.73093], [4.61009, -1.57438, -3.94386], [5.35411, -2.35157, -2.97777], [0.61384, -1.11643, -5.49183], [1.61111, -1.96059, -6.63541], [1.45415, -0.24919, -6.80684], [4.58757, 0.70589, -3.21445], [3.80934, 1.12701, -1.68419], [3.20766, 1.76879, -3.22476], [4.78190, -2.84996, -2.19703], [6.10958, -1.74478, -2.48076], [5.81563, -3.04485, -3.68080], [-3.43633, 2.62403, -4.79757], [-3.31838, 1.50635, -3.92804], [-4.41624, 0.94634, -3.43901], [-5.53559, 1.34004, -3.65794], [-4.05648, -0.07825, -2.69501], [-5.03404, -0.63209, -1.82552], [-2.46776, 3.08617, -4.93256], [-4.21122, 3.25111, -4.34766], [-3.94687, 2.28407, -5.70384], [-5.08601, -0.05163, -0.89422], [-4.57172, -1.54053, -1.44342], [-6.07893, -0.71243, -2.11111]], "lumo_energy_ev": 0.376, "homo_energy_ev": -9.85, "relative_energy_kj_mol": 51.31, "charge": 0, "largest_force_ha_per_bohr": 0.050, "orbital_gap_ev": 10.2}

# 4
{"formula": "C15H14BrCl2N2O2Ti", "method": "the ωB97M-V functional and the def2-TZVPD basis", "species": ["Ti", "Br", "C", "C", "C", "C", "C", "C", "N", "C", "C", "C", "C", "C", "C", "N", "H", "H", "H", "H", "H", "H", "H", "H", "H", "Cl", "C", "Cl", "H", "H", "C", "O", "C", "O", "H", "H", "H"], "xyz": [[0.10625, 1.64008, 0.56010], [4.69847, 2.65025, 2.00415], [3.70276, 1.27136, 1.19090], [2.98043, 1.53965, 0.03728], [2.20292, 0.52879, -0.53772], [2.13624, -0.74098, 0.05523], [2.91894, -1.00331, 1.17275], [3.68880, -0.00033, 1.74223], [1.34176, -1.74553, -0.50091], [-0.81141, -1.05203, 0.60877], [-1.92267, -0.39376, -0.18280], [-3.02063, -1.05049, -0.70350], [-3.97057, -0.30794, -1.38401], [-3.79071, 1.06072, -1.53146], [-2.66228, 1.64432, -0.99882], [-1.74414, 0.93020, -0.32834], [3.04127, 2.51167, -0.43384], [1.72175, 0.69451, -1.49604], [2.90242, -1.99162, 1.61177], [4.27319, -0.20849, 2.62822], [-1.23312, -1.72852, 1.35803], [-3.11987, -2.11775, -0.57119], [-4.84665, -0.79136, -1.79504], [-4.51157, 1.67093, -2.05539], [-2.46276, 2.70086, -1.10420], [0.97995, 2.85227, 2.44002], [-0.75864, 2.80788, 2.01914], [0.22074, 3.11231, -1.12292], [-1.10373, 3.80533, 1.77290], [-1.31284, 2.30986, 2.80648], [0.11785, -3.78667, -1.68924], [-0.59716, -2.87821, -0.82827], [0.10989, -1.89159, -0.28520], [-0.11041, -0.01798, 1.22563], [-0.62074, -4.50815, -2.02031], [0.91590, -4.27237, -1.13243], [0.54036, -3.24391, -2.53198]], "lumo_energy_ev": -4.227, "homo_energy_ev": -11.55, "relative_energy_kj_mol": 0.00, "charge": 1, "largest_force_ha_per_bohr": 0.001, "orbital_gap_ev": 7.3}

# 5
{"formula": "C2H3N3S", "method": "the ωB97M-V functional and the def2-TZVPD basis", "species": ["C", "C", "N", "N", "N", "S", "H", "H", "H"], "xyz": [[1.07616, 0.57696, -0.46363], [1.79145, -0.70222, -0.81764], [0.81931, -1.33490, 0.11594], [0.09774, -0.24442, 0.21111], [-1.10908, -0.16625, 0.50313], [2.70306, 0.40435, 0.30232], [0.78441, 1.47452, -0.97608], [0.46274, -2.26584, 0.26832], [-1.45314, 1.09934, 0.66810]], "lumo_energy_ev": [0.720, -2.117], "homo_energy_ev": [-6.41, -9.07], "relative_energy_kj_mol": 419.04, "charge": 0, "largest_force_ha_per_bohr": 0.148, "spin_multiplicity": 3, "orbital_gap_ev": [7.1, 7.0]}

# 6
{"formula": "C39H35ClCrN2Si2", "method": "the ωB97M-V functional and the def2-TZVPD basis", "species": ["C", "C", "C", "H", "C", "C", "H", "H", "H", "H", "Cr", "Si", "C", "C", "H", "C", "H", "C", "H", "C", "H", "C", "H", "C", "C", "H", "C", "H", "C", "H", "C", "H", "C", "H", "H", "Si", "C", "C", "H", "C", "H", "C", "H", "C", "H", "C", "H", "C", "C", "H", "C", "H", "C", "H", "C", "H", "C", "H", "H", "Cl", "C", "C", "C", "C", "N", "C", "C", "C", "C", "C", "C", "N", "H", "H", "H", "H", "H", "H", "H", "H"], "xyz": [[-2.04980, -1.34065, 4.38855], [-2.50810, -0.62034, 3.24546], [-2.29298, -1.43170, 2.10054], [-3.02081, 0.34689, 3.24107], [-1.70091, -2.67315, 2.52050], [-1.58833, -2.62555, 3.95992], [-1.34927, -3.48052, 4.59274], [-2.18414, -1.04112, 5.43234], [-2.64103, -1.21959, 1.09321], [-1.46774, -3.53634, 1.89499], [-0.05974, -1.28888, 2.96858], [0.78376, 2.12490, -0.59415], [-0.37690, 3.43241, -1.21656], [0.04862, 4.40366, -2.14074], [1.05577, 4.36342, -2.56443], [-0.80355, 5.44508, -2.51777], [-0.44889, 6.22628, -3.20448], [-2.10399, 5.51097, -1.99364], [-2.76934, 6.32765, -2.29300], [-2.54089, 4.54526, -1.07135], [-3.54263, 4.62365, -0.63926], [-1.67517, 3.51288, -0.68395], [-2.00187, 2.79252, 0.07311], [0.16176, 0.35151, -0.91750], [-1.16829, -0.04046, -0.84207], [-1.99108, 0.67286, -0.71893], [-1.49845, -1.41915, -1.17035], [-2.54086, -1.70932, -1.36072], [-0.57529, -2.45080, -0.73545], [-0.90651, -3.47576, -0.52744], [0.75300, -2.06185, -0.71984], [1.55191, -2.74431, -0.43001], [1.03295, -0.77407, -1.31986], [2.04014, -0.55413, -1.67454], [0.64609, 2.17950, 0.88097], [-0.26440, -1.41711, -2.63279], [0.19700, -2.72441, -3.89529], [-0.48505, -2.71838, -5.11604], [-1.33338, -2.04992, -5.26021], [-0.05484, -3.52052, -6.18104], [-0.59532, -3.50595, -7.12056], [1.06977, -4.33668, -6.03657], [1.42656, -4.94516, -6.87211], [1.71932, -4.37970, -4.80112], [2.56363, -5.04545, -4.65695], [1.29372, -3.57479, -3.73386], [1.84194, -3.60387, -2.79266], [-0.49181, 0.08335, -3.84537], [-1.73620, 0.68889, -4.01715], [-2.65498, 0.19405, -3.69007], [-1.82038, 1.98329, -4.55620], [-2.78879, 2.48027, -4.64669], [-0.66686, 2.65551, -4.95535], [-0.72179, 3.69450, -5.29385], [0.56437, 2.00181, -4.89565], [1.46448, 2.51289, -5.23909], [0.64634, 0.70337, -4.36985], [1.61980, 0.20403, -4.33272], [2.09272, 2.65137, -0.84550], [1.63645, -0.93067, 1.60957], [-0.01451, 2.95108, 4.18566], [0.97782, 2.99946, 5.16641], [1.60424, 1.81551, 5.54179], [1.21362, 0.60725, 4.95186], [0.27227, 0.57689, 3.95958], [-0.33874, 1.72664, 3.60149], [1.84060, -0.67903, 5.23648], [2.93515, -0.83135, 6.10113], [3.56100, -2.07198, 6.20871], [3.04945, -3.13051, 5.45735], [1.94825, -2.92840, 4.62753], [1.35567, -1.72161, 4.50221], [-0.53678, 3.84381, 3.84937], [1.27290, 3.94393, 5.62144], [2.42726, 1.78863, 6.25789], [-1.08826, 1.65267, 2.81242], [3.28670, 0.03346, 6.65028], [4.42708, -2.19730, 6.85454], [3.49979, -4.11775, 5.50158], [1.51675, -3.73386, 4.03348]], "lumo_energy_ev": [-0.455, 0.128], "homo_energy_ev": [-4.87, -6.80], "relative_energy_kj_mol": 100.93, "charge": 0, "largest_force_ha_per_bohr": 0.066, "spin_multiplicity": 5, "orbital_gap_ev": [4.4, 6.9]}